Here is a 2-piece molecular cluster, C4H11NO2 overall from OMol25. Energies are from ωB97M-V/def2-TZVPD.

Output
lowest unoccupied orbital energy	0.6	eV
F_max	3.74	eV/A
energy above the lowest of the compared OMol25 structures with the same formula, charge and spin	1.963	eV
molar mass	105.137	g/mol
HOMO level	-9.77	eV

Last column: natural (NBO) charge in e.
Element x y z (Å)
1 C 1.348 0.440 -1.456  -0.730
2 C -0.155 0.655 -1.095  0.678
3 N -0.245 0.947 0.231  -0.632
4 C 0.541 1.406 1.413  -0.219
5 C 0.560 0.326 2.594  -0.632
6 O -1.127 0.159 -1.683  -0.628
7 H 1.921 1.368 -1.777  0.233
8 H 1.450 -0.328 -2.228  0.241
9 H 2.029 -0.010 -0.562  0.225
10 H -1.230 1.004 0.465  0.387
11 H 1.598 1.773 1.111  0.215
12 H -0.040 2.352 1.831  0.202
13 H 0.418 -0.650 2.069  0.226
14 H 1.516 0.413 3.043  0.215
15 H -0.184 0.519 3.503  0.218
16 H -1.331 -2.391 0.079  0.470
17 H -0.978 -2.949 -1.301  0.473
18 O -1.026 -3.246 -0.391  -0.942

Forces on atoms 1 to 3 (eV/Å):
C 1.94 0.03 0.50
C 1.82 -3.06 1.15
N -1.83 1.16 1.46